Below is 2 unconnected molecules or ions with the total composition CClFOS in a non-equilibrium geometry, with properties calculated with ωB97M-V/def2-TZVPD.

The geometry in XYZ format:
```
5
Properties=species:S:1:pos:R:3
C -0.1208 -0.2172 0.5488
O 0.6340 1.9308 -0.6683
F -0.0982 -1.8583 -0.5847
S 0.5443 0.4802 -0.8835
Cl -0.9698 -0.3710 1.9352
```

## Properties
Highest occupied orbital energy (alpha / beta) in eV: -9.943 / -9.944
Lowest unoccupied orbital energy (alpha / beta) in hartree: -0.0604 / -0.0602
Energy above the lowest of the compared OMol25 structures with the same formula, charge and spin in kcal per mole: 101.47
E_tot in eV: -29154.652
Charge: 0

Mulliken population analysis, charges in e, atoms 1 to 2: 0.462, -0.467

---

Below is a molecular structure, C22H35BrO2P2Sr in a non-equilibrium geometry, with properties calculated with ωB97M-V/def2-TZVPD.

The geometry in XYZ format:
```
63
Properties=species:S:1:pos:R:3
P 0.2937 -2.2832 -0.6493
P -0.5926 -0.7119 2.3885
C 0.5509 -3.0284 1.1459
C -0.7338 -2.5184 1.8270
H 1.5228 -2.6320 1.5483
H 0.5883 -4.1472 1.1167
H -1.5457 -2.5612 1.0214
H -1.0981 -3.2156 2.6059
C 1.0610 -0.3156 2.9129
H 0.9808 0.6024 3.5159
H 1.6304 -0.0813 2.0249
H 1.4745 -1.1321 3.5116
C -1.4937 -0.9697 3.9262
H -0.9216 -1.6760 4.5376
H -2.4899 -1.3446 3.6692
H -1.5964 0.0420 4.3513
C 1.8967 -3.3835 -0.9762
H 2.2271 -3.4581 -2.0301
H 1.7331 -4.4382 -0.6581
H 2.7439 -3.0217 -0.3760
C -0.5721 -3.6808 -1.5131
H -1.6261 -3.4021 -1.7138
H -0.4787 -4.5853 -0.8680
H -0.0387 -3.8574 -2.4706
Sr -2.0645 -0.4244 0.3104
C 2.2970 0.7322 -1.9175
C 3.0616 -0.3819 -1.7646
C 3.8282 -1.0502 -2.9186
C 3.0996 -0.9353 -4.2864
C 1.7450 -1.5776 -4.4521
C 0.5669 -1.2185 -3.9750
C 0.0524 -0.0874 -3.0430
C 0.8404 0.8930 -2.1132
C -3.3051 1.2211 -1.3930
H 2.8118 1.7174 -2.0337
H 3.2308 -0.9235 -0.8368
H 4.1358 -2.1015 -2.5988
H 4.8002 -0.5239 -3.0919
H 2.9636 0.1551 -4.4943
H 3.7944 -1.3902 -5.0072
H 1.7039 -2.4915 -5.0569
H -0.2174 -2.0050 -3.9074
H -0.6360 -0.6055 -2.2854
H -0.6368 0.5766 -3.6210
H 0.7447 1.9583 -2.4358
H 0.3711 0.9301 -1.1099
H -4.3761 1.3951 -1.2875
H -2.9665 0.5571 -2.2439
H -2.6181 2.0667 -1.1681
Br -1.6605 2.1935 4.9823
C -1.8214 3.6386 3.7495
C -1.9134 4.9394 4.2820
C -1.8877 6.0523 3.3891
C -2.0632 5.8749 1.9937
C -2.1582 4.5681 1.5022
C -1.8726 3.4854 2.3508
C -1.7372 2.1392 1.7242
O -0.9209 2.0107 0.7272
O -2.4752 1.1927 2.2007
H -1.9303 5.0802 5.3781
H -1.7221 7.0511 3.8169
H -2.0905 6.7327 1.3090
H -2.4890 4.3546 0.4777
```

## Properties
Highest occupied orbital energy (alpha / beta) in eV: -5.679 / -5.679
Lowest unoccupied orbital energy (alpha / beta) in hartree: -0.0090 / -0.0084
Energy above the lowest of the compared OMol25 structures with the same formula, charge and spin in kcal per mole: 171.63
E_tot in eV: -116924.549
Charge: 0

Mulliken population analysis, charges in e, atoms 1 to 2: 0.467, 1.017

---

Below is 2 unconnected molecules or ions with the total composition C4H11N3O2 in a non-equilibrium geometry, with properties calculated with ωB97M-V/def2-TZVPD.

The geometry in XYZ format:
```
20
Properties=species:S:1:pos:R:3
C 0.9598 2.3141 -1.2770
N 0.4283 1.2666 -0.4090
C 1.2208 0.5864 0.3178
N 0.6760 -0.2936 1.2251
N 2.5870 0.5579 0.2706
H 1.9836 2.0912 -1.6312
H 0.8468 3.3103 -0.8678
H 0.4214 2.2270 -2.2331
H -0.2459 -0.1220 1.5899
H 1.1060 -1.1961 1.3276
H 3.1057 0.3263 1.0967
H 3.0697 1.1728 -0.3662
C -1.9064 -2.4296 0.4584
C -2.3627 -1.1597 -0.2420
O -2.7046 -1.1607 -1.3927
O -2.2230 -0.0371 0.5002
H -1.6372 -2.2363 1.4935
H -0.9987 -2.6621 -0.0911
H -2.6248 -3.1931 0.2026
H -1.7018 0.6375 0.0278
```

## Properties
Highest occupied orbital energy in eV: -8.977
Lowest unoccupied orbital energy in hartree: 0.0264
Energy above the lowest of the compared OMol25 structures with the same formula, charge and spin in kcal per mole: 19.12
SMILES string: CN=C(N)N.CC(=O)O
E_tot in eV: -12892.001
Charge: 0

Mulliken population analysis, charges in e, atoms 1 to 2: -0.991, -0.331

---

Below is 2 unconnected molecules or ions with the total composition C2H3NO2 in a non-equilibrium geometry, with properties calculated with ωB97M-V/def2-TZVPD.

The geometry in XYZ format:
```
8
Properties=species:S:1:pos:R:3
C 1.3857 -0.0494 -0.1822
C 0.0482 0.2548 0.2063
N 2.5032 -0.3832 -0.2303
O -0.4439 1.4466 -0.0247
O -0.7416 -0.4843 0.9912
H -0.5535 -0.7567 -1.8474
H -1.4096 1.4311 0.2264
H -0.7884 -1.4588 0.8608
```

## Properties
Highest occupied orbital energy (alpha / beta) in eV: -10.231 / -7.808
Lowest unoccupied orbital energy (alpha / beta) in hartree: -0.0085 / -0.0386
Energy above the lowest of the compared OMol25 structures with the same formula, charge and spin in kcal per mole: 117.88
E_tot in eV: -7702.731
Charge: 0

Mulliken population analysis, charges in e, atoms 1 to 2: 0.493, 0.084

---

Below is a single C4H8N2 molecule, with properties calculated with ωB97M-V/def2-TZVPD.

The geometry in XYZ format:
```
14
Properties=species:S:1:pos:R:3
C 1.8478 -0.0465 -0.0146
N 1.1931 -1.3382 0.1900
C 0.6475 -0.4257 -0.8014
C -0.6207 0.3403 -0.5174
C -1.7621 -0.0754 0.3376
N -0.7405 0.8314 0.8493
H 2.8420 -0.0790 -0.4571
H 1.6850 0.7083 0.7529
H 0.6158 -1.2748 1.0270
H 0.7884 -0.7385 -1.8357
H -0.9105 1.0030 -1.3348
H -1.8004 -1.0464 0.8254
H -2.7393 0.3433 0.0933
H -1.0460 1.7982 0.8856
```

## Properties
Highest occupied orbital energy in eV: -9.253
Lowest unoccupied orbital energy in hartree: 0.0390
Energy above the lowest of the compared OMol25 structures with the same formula, charge and spin in kcal per mole: 50.50
SMILES string: C1N[C@H]1[C@H]1CN1
E_tot in eV: -7255.686
Charge: 0

Mulliken population analysis, charges in e, atoms 1 to 2: -0.503, -0.653

---

Below is a molecular structure, C4H10B4Br2Cl2O6 in a non-equilibrium geometry, with properties calculated with ωB97M-V/def2-TZVPD.

The geometry in XYZ format:
```
28
Properties=species:S:1:pos:R:3
C 1.2878 2.1673 -1.0749
C 2.1274 0.9674 -0.6567
Br 3.6362 1.6483 0.4375
C 1.3583 -0.1155 0.1117
Br 1.1325 0.2004 2.0209
B -0.0553 -0.4602 -0.4873
O -0.3208 -1.7724 -0.8528
B -0.7400 -1.8097 -2.1731
O -1.6637 -0.8899 -2.5822
B -2.0327 -0.0610 -1.5349
O -3.3452 0.1903 -1.3320
B -3.6616 1.4563 -0.8766
O -4.5960 1.6025 0.1051
O -3.0598 2.5557 -1.4487
O -1.0652 0.4393 -0.6880
H 0.4408 2.3304 -0.4272
H 1.8966 3.0575 -1.0435
H 0.9836 2.0477 -2.1091
H 2.6381 0.5208 -1.4947
H 1.9488 -1.0172 0.0623
H -0.2513 -2.5844 -2.9240
H -4.2217 2.1615 0.8090
H -3.2899 2.6357 -2.3923
C 2.1575 -3.0537 4.2584
Cl 0.8251 -3.4011 3.1526
Cl 3.6633 -2.7178 3.3956
H 1.8971 -2.1835 4.8484
H 2.3101 -3.9148 4.8966
```

## Properties
Highest occupied orbital energy in eV: -9.814
Lowest unoccupied orbital energy in hartree: 0.0033
E_tot in eV: -184442.718
Charge: 0

Mulliken population analysis, charges in e, atoms 1 to 2: -1.017, -0.103

---

Below is a single C25H30ClN5O4S2 molecule in a non-equilibrium geometry, with properties calculated with ωB97M-V/def2-TZVPD.

The geometry in XYZ format:
```
67
Properties=species:S:1:pos:R:3
C -1.4983 -3.0238 -1.2933
C -2.7646 -2.7657 -0.4825
C -3.7017 -3.9685 -0.5509
C -2.4252 -2.4703 0.9874
N -1.9748 -1.1177 1.1953
C -2.8179 -0.0704 1.4308
S -4.5363 -0.2662 1.5631
C -5.0554 1.4683 1.7663
C -4.9661 2.1908 0.4229
O -5.8793 2.1764 -0.3745
N -3.8013 2.8409 0.2487
C -3.4006 3.3502 -1.0510
C -2.3704 2.4231 -1.6425
C -1.0216 2.7506 -1.6422
C -0.0730 1.8531 -2.1007
C -0.4828 0.6079 -2.5492
Cl 0.7168 -0.5357 -3.0650
C -1.8263 0.2673 -2.5743
C -2.7620 1.1763 -2.1167
N -2.1467 1.0498 1.5392
N -0.8577 0.7640 1.3442
C -0.7357 -0.5234 1.1358
C 0.5499 -1.1198 0.8121
C 0.9488 -2.4092 1.1576
C 2.1774 -2.8986 0.7454
C 3.0324 -2.1080 -0.0053
C 2.6536 -0.8114 -0.2998
S 3.7979 0.2685 -1.1608
O 4.6855 -0.5275 -1.9517
O 3.0765 1.3393 -1.7794
N 4.7029 0.9481 0.0620
C 5.5869 0.0543 0.7726
C 6.5740 0.9029 1.5786
O 5.8928 1.7713 2.4535
C 5.0377 2.6394 1.7458
C 3.9989 1.8524 0.9426
C 1.4413 -0.3070 0.1081
H -1.7494 -3.2163 -2.3330
H -0.9716 -3.8946 -0.9071
H -0.8248 -2.1716 -1.2612
H -3.2841 -1.8925 -0.8913
H -3.9387 -4.1990 -1.5859
H -3.2325 -4.8427 -0.1046
H -4.6306 -3.7641 -0.0242
H -1.6655 -3.1682 1.3383
H -3.3236 -2.5973 1.6001
H -4.4300 1.9196 2.5334
H -6.0949 1.4089 2.0862
H -3.0365 2.6138 0.8833
H -2.9934 4.3570 -0.9281
H -4.2998 3.3907 -1.6711
H -0.7050 3.7165 -1.2778
H 0.9776 2.1024 -2.1062
H -2.1311 -0.6948 -2.9522
H -3.8116 0.9186 -2.1237
H 0.3151 -3.0358 1.7656
H 2.4670 -3.9044 1.0094
H 3.9764 -2.4770 -0.3727
H 6.1043 -0.5530 0.0306
H 5.0219 -0.5965 1.4596
H 7.2063 0.2717 2.2047
H 7.1991 1.4828 0.8848
H 4.5522 3.2675 2.4939
H 5.6253 3.2652 1.0590
H 3.3992 2.5159 0.3208
H 3.3418 1.3013 1.6338
H 1.1612 0.7040 -0.1366
```

## Properties
Highest occupied orbital energy in eV: -8.564
Lowest unoccupied orbital energy in hartree: 0.0066
SMILES string: CC(C)Cn1c(SCC(=O)NCc2ccc(Cl)cc2)nnc1-c1cccc(S(=O)(=O)N2CCOCC2)c1
E_tot in eV: -76245.996
Charge: 0

Mulliken population analysis, charges in e, atoms 1 to 2: -1.223, 1.978

---

Below is a single C10H10ClNO molecule in a non-equilibrium geometry, with properties calculated with ωB97M-V/def2-TZVPD.

The geometry in XYZ format:
```
23
Properties=species:S:1:pos:R:3
C -2.4131 0.5069 -3.9308
C -2.9369 0.1216 -2.6843
C -1.0586 0.7456 -3.9701
C -2.1124 -0.0746 -1.5826
C -0.2044 0.4163 -2.9027
C -0.7316 0.0148 -1.6750
C -0.3348 -0.4375 0.7989
C 1.9446 -0.1404 2.2365
C 0.0933 -0.2175 -0.5316
C 2.4287 -0.3204 3.5735
N 0.7457 -0.6061 1.9215
O -1.5044 -0.5104 1.2021
Cl 1.8591 0.0525 -0.7975
H -2.9151 0.8695 -4.8683
H -4.0868 -0.0079 -2.6439
H -0.5896 1.1813 -4.9366
H -2.3865 -0.2939 -0.5874
H 0.7760 0.5910 -3.0546
H 2.4776 0.4389 1.5941
H 2.6308 -1.4248 3.9451
H 1.6802 0.0745 4.4229
H 3.3218 0.1580 3.6851
H 0.2659 -1.0453 2.6394
```

## Properties
Highest occupied orbital energy (alpha / beta) in eV: -6.898 / -6.898
Lowest unoccupied orbital energy (alpha / beta) in hartree: -0.0456 / -0.0455
Energy above the lowest of the compared OMol25 structures with the same formula, charge and spin in kcal per mole: 71.69
E_tot in eV: -26589.061
Charge: 0

Mulliken population analysis, charges in e, atoms 1 to 2: -0.472, -0.427